--- w ---
{
  "formula": "C3H4O4",
  "method": "ωB97M-V/def2-TZVPD",
  "smiles": "O=C(O)CC(=O)O",
  "e_homo_ha": -0.4028,
  "homo_lumo_gap_ev": 11.0,
  "symbols": ["O", "C", "O", "C", "C", "O", "O", "H", "H", "H", "H"],
  "xyz": [[1.826, 0.440, -0.507], [0.706, 0.408, -0.885], [0.331, 0.869, -2.081], [-0.523, -0.015, -0.085], [-0.293, -1.033, 1.062], [-1.021, -1.973, 1.202], [0.702, -0.675, 1.949], [-0.571, 1.285, -1.987], [-1.277, -0.461, -0.674], [-0.887, 0.970, 0.343], [1.007, 0.185, 1.663]]
}

---

--- x ---
{
  "formula": "C3H4O4",
  "method": "ωB97M-V/def2-TZVPD",
  "e_homo_ha": -0.3528,
  "homo_lumo_gap_ev": 10.1,
  "symbols": ["C", "C", "C", "O", "O", "O", "O", "H", "H", "H", "H"],
  "xyz": [[-0.936, 0.791, 0.033], [-0.649, -0.978, -0.167], [1.123, 0.578, -0.051], [-1.680, -0.437, 0.439], [0.693, -0.904, 0.755], [-0.524, -1.718, -1.101], [1.710, 1.374, 0.595], [1.253, -1.650, 0.478], [-1.438, 1.265, -0.805], [-0.811, 1.408, 0.915], [1.260, 0.271, -1.091]]
}

---

Relative energies, unit kcal/mol: w 0.0; x 102.2